(1)
DFT (ωB97M-V/def2-TZVPD) results for C28H50ClN10O6Tl as an isolated structure.

Summary:
HOMO level (alpha / beta): -2.200 / -2.227 eV
HOMO-LUMO gap (alpha / beta): 6.7 / 6.7 eV
E_LUMO (alpha / beta): 4.489 / 4.438 eV
Charge: -2

Positions of all 96 atoms, in Å:
Tl (0.83, -0.29, -0.30)
C (4.59, 2.33, 1.55)
C (4.79, 0.82, 1.63)
N (4.09, 0.09, 0.60)
C (2.07, -1.91, 2.53)
C (0.93, -2.47, 3.32)
N (-0.20, -1.58, 3.52)
C (0.13, -0.31, 4.14)
C (-1.10, 0.58, 4.22)
C (-1.71, 0.90, 2.85)
N (-0.75, 1.40, 1.89)
C (-0.28, 2.76, 2.09)
C (1.07, 2.90, 2.78)
N (2.15, 2.28, 2.03)
C (3.43, 2.86, 2.39)
H (4.43, 2.61, 0.50)
H (5.50, 2.83, 1.87)
H (4.43, 0.43, 2.59)
H (5.86, 0.58, 1.55)
H (3.55, -0.74, 0.83)
H (2.30, -0.86, 2.56)
H (2.64, -2.57, 1.89)
H (1.29, -2.80, 4.31)
H (0.57, -3.37, 2.82)
H (-0.61, -1.42, 2.60)
H (0.91, 0.24, 3.61)
H (0.50, -0.50, 5.16)
H (-0.84, 1.52, 4.73)
H (-1.87, 0.10, 4.83)
H (-2.55, 1.61, 3.00)
H (-2.13, -0.02, 2.43)
H (-1.10, 1.29, 0.95)
H (-1.02, 3.35, 2.67)
H (-0.19, 3.24, 1.11)
H (1.05, 2.48, 3.79)
H (1.25, 3.99, 2.89)
H (1.99, 2.42, 1.03)
H (3.62, 2.63, 3.45)
H (3.42, 3.96, 2.29)
O (-1.03, -1.59, 0.68)
C (-1.71, -2.69, 0.52)
C (-3.10, -2.73, 0.78)
C (-3.84, -3.89, 0.68)
C (-3.23, -5.09, 0.33)
C (-1.87, -5.08, 0.06)
C (-1.11, -3.92, 0.13)
C (0.34, -4.00, -0.15)
N (1.20, -4.80, 0.48)
C (2.40, -4.58, -0.15)
C (2.25, -3.63, -1.13)
N (0.93, -3.28, -1.13)
H (-3.57, -1.80, 1.09)
H (-4.90, -3.86, 0.90)
H (-3.80, -6.01, 0.26)
H (-1.36, -6.00, -0.21)
H (3.30, -5.10, 0.15)
H (2.96, -3.19, -1.81)
H (0.51, -2.47, -1.84)
O (1.31, 4.82, -2.18)
Cl (2.16, 3.84, -1.47)
O (2.91, 4.55, -0.41)
O (4.19, 0.41, -0.63)
O (1.24, 2.88, -0.80)
C (2.07, -0.39, -3.68)
C (0.98, -1.47, -3.71)
C (0.15, -1.36, -4.98)
O (0.17, -1.40, -2.58)
H (2.72, -0.44, -4.56)
H (2.69, -0.49, -2.79)
H (1.61, 0.60, -3.66)
H (1.49, -2.45, -3.75)
H (-0.32, -0.38, -5.04)
H (-0.64, -2.12, -4.97)
H (0.76, -1.50, -5.88)
C (-2.47, 2.52, -0.72)
N (-1.65, 1.42, -1.22)
C (-2.50, 0.22, -1.37)
N (-3.63, 0.48, -2.28)
C (-4.40, 1.60, -1.76)
N (-3.60, 2.83, -1.61)
C (-3.04, 3.15, -2.93)
N (-2.23, 2.07, -3.49)
C (-1.13, 1.80, -2.54)
C (-3.07, 0.87, -3.57)
H (-1.85, 3.41, -0.62)
H (-2.87, 2.26, 0.27)
H (-2.87, -0.07, -0.39)
H (-1.89, -0.59, -1.78)
H (-4.80, 1.33, -0.78)
H (-5.23, 1.81, -2.43)
H (-2.42, 4.04, -2.84)
H (-3.87, 3.37, -3.61)
H (-0.51, 2.69, -2.44)
H (-0.53, 0.97, -2.92)
H (-2.46, 0.04, -3.95)
H (-3.89, 1.06, -4.27)


(2)
DFT (ωB97M-V/def2-TZVPD) results for C4H6NO2P as an isolated structure.

Summary:
HOMO level: -8.604 eV
HOMO-LUMO gap: 8.5 eV
E_LUMO: -0.148 eV

Positions of all 14 atoms, in Å:
C (-1.79, 0.27, -0.61)
C (-1.01, 1.27, -0.01)
C (-1.31, -0.95, -0.80)
C (0.28, 1.23, 0.36)
N (2.02, -1.01, 1.22)
O (-0.27, -1.43, -0.31)
O (2.63, 0.43, -0.82)
P (1.48, 0.01, -0.01)
H (-2.79, 0.61, -0.76)
H (-1.57, 2.21, 0.07)
H (-2.03, -1.58, -1.28)
H (0.62, 2.18, 0.58)
H (1.10, -1.49, 1.40)
H (2.62, -1.73, 0.96)


(3)
DFT (ωB97M-V/def2-TZVPD) results for C12H21EuN5O5S as an isolated structure.

Summary:
HOMO level (alpha / beta): -12.012 / -12.022 eV
HOMO-LUMO gap (alpha / beta): 8.3 / 9.8 eV
Spin multiplicity: 7
E_LUMO (alpha / beta): -3.721 / -2.249 eV
Charge: +1

Positions of all 45 atoms, in Å:
Eu (0.50, 0.54, 0.20)
C (-0.17, 1.90, -2.84)
C (-1.53, 1.22, -2.61)
N (-1.47, 0.26, -1.48)
C (-2.72, 0.16, -0.72)
C (-3.13, 1.47, -0.05)
S (-1.76, 2.41, 0.74)
C (-1.40, 3.71, -0.50)
C (0.01, 3.68, -1.08)
N (0.46, 2.37, -1.60)
H (0.51, 1.19, -3.30)
H (-0.32, 2.72, -3.56)
H (-2.29, 1.96, -2.39)
H (-1.83, 0.73, -3.54)
H (-1.22, -0.65, -1.84)
H (-3.56, -0.18, -1.34)
H (-2.56, -0.61, 0.05)
H (-3.63, 2.15, -0.73)
H (-3.84, 1.25, 0.75)
H (-2.16, 3.66, -1.28)
H (-1.54, 4.66, 0.00)
H (0.06, 4.45, -1.87)
H (0.72, 3.96, -0.30)
H (1.46, 2.48, -1.78)
O (2.07, 0.20, 3.98)
C (1.61, 0.49, 2.91)
O (0.39, 0.34, 2.48)
C (2.32, 0.95, 1.62)
O (2.63, -0.02, 0.84)
O (1.94, 2.04, 1.10)
C (2.10, -4.72, 1.94)
N (1.45, -3.69, 1.17)
C (1.78, -3.41, -0.22)
C (0.98, -2.14, -0.44)
O (1.03, -1.37, -1.40)
N (0.26, -1.86, 0.66)
C (0.67, -2.71, 1.63)
N (0.31, -2.53, 2.89)
H (2.25, -5.59, 1.30)
H (1.46, -5.02, 2.77)
H (3.07, -4.39, 2.33)
H (1.47, -4.21, -0.89)
H (2.84, -3.22, -0.35)
H (-0.02, -1.59, 3.11)
H (0.78, -3.03, 3.63)


Sequential molar mass output: 862.6, 131.1, 499.4 Da
Sequential DFT total energy output: -74242.8052, -19117.8902, -60635.3194 eV